{
  "formula": "C5H22N2O5",
  "method": "wB97M-V/def2-TZVPD",
  "symbols": ["C", "N", "C", "C", "C", "O", "C", "N", "H", "H", "H", "H", "H", "H", "H", "H", "H", "H", "H", "H", "H", "H", "H", "H", "O", "H", "H", "O", "H", "H", "O", "H", "H", "O"],
  "xyz": [[2.079, -0.626, 0.960], [1.002, -0.534, -0.026], [-0.150, 0.278, 0.128], [-0.929, 0.214, 1.445], [-2.302, 0.696, 1.214], [-0.390, 0.440, 2.674], [0.458, 1.724, 0.061], [0.787, 2.267, -1.276], [1.910, -1.383, 1.744], [3.036, -1.064, 0.473], [2.244, 0.221, 1.520], [0.880, -1.304, -0.737], [-0.805, 0.210, -0.714], [-1.083, -0.933, 1.693], [-2.778, 0.054, 0.562], [-2.274, 1.574, 0.443], [-2.902, 0.994, 2.028], [-0.210, 1.415, 3.086], [1.601, 1.774, 0.461], [-0.072, 2.430, 0.663], [-0.005, 2.335, -1.952], [1.497, 1.770, -1.818], [-2.191, -0.722, -2.191], [-2.139, 0.571, -2.966], [-2.513, 0.200, -2.194], [-1.066, -2.297, -2.176], [-1.296, -1.717, -0.952], [-1.555, -2.520, -1.426], [2.875, 0.524, -1.704], [2.782, 1.178, -0.277], [3.315, 1.131, -1.183], [0.529, -3.612, 0.898], [-0.648, -2.614, 0.889], [0.313, -2.671, 0.648]],
  "forces_ev_per_angstrom": [[0.3565, -4.3224, -1.5696], [1.0181, -1.0420, -2.4152], [2.8044, 2.9612, 1.9737], [-1.6530, -4.8866, -0.0755], [0.5388, 3.8511, -2.4150], [2.5761, 4.2741, 3.6255], [3.1819, 0.2631, -1.1389], [-1.9128, 0.2358, -1.3739], [-0.4869, 0.0934, -0.1680], [-1.4069, 1.3175, 0.5260], [0.5093, 2.3180, 0.6683], [0.7290, 1.2782, 2.0318], [-0.5286, -0.2362, -0.3584], [0.1154, 1.5224, -1.1295], [-1.4302, -1.9444, -0.8817], [0.0275, -0.6611, 1.6159], [-0.4826, 0.0154, 1.0834], [-0.8958, -3.0779, -2.3328], [-3.1242, -0.3721, 0.1965], [-0.5038, 0.7809, 0.0741], [0.3970, 0.0106, 1.1784], [-0.1973, 0.2167, 1.0133], [-0.7082, 0.4333, -0.0728], [0.5366, 0.7836, -1.3567], [-0.2596, -1.1159, 1.1470], [1.3802, -0.5309, -2.6987], [-0.3020, -0.3426, 1.0872], [-1.0497, 0.7346, 1.4413], [-1.4800, -2.2505, -1.3112], [1.8317, -0.4993, -3.2781], [0.7549, 2.3431, 4.1816], [-0.3418, 1.2198, -0.3642], [1.2843, -0.1438, -0.3071], [-1.2785, -3.2273, 1.4030]],
  "lumo_energy_ev": 0.15
}

{
  "formula": "C5H22NO4",
  "method": "wB97M-V/def2-TZVPD",
  "symbols": ["C", "C", "C", "C", "C", "N", "H", "H", "H", "H", "H", "H", "H", "H", "H", "H", "H", "H", "H", "H", "H", "H", "O", "H", "H", "O", "H", "H", "O", "H", "H", "O"],
  "xyz": [[-0.817, 0.323, -2.096], [-0.244, 0.740, -0.642], [-1.136, -0.097, 0.464], [-2.601, 0.431, 0.237], [-1.310, -1.577, 0.287], [1.174, 0.219, -0.509], [-1.450, -0.607, -2.073], [-0.239, -0.043, -2.941], [-1.622, 1.214, -2.404], [-0.344, 1.842, -0.439], [-0.797, 0.083, 1.461], [-3.328, -0.129, 0.818], [-3.055, 0.188, -0.769], [-2.614, 1.396, 0.410], [-2.388, -2.016, 0.681], [-0.685, -2.315, 0.840], [-1.375, -1.832, -0.737], [1.273, -0.564, -1.218], [1.384, -0.283, 0.371], [1.786, 0.948, -0.682], [4.086, -1.289, -1.284], [4.496, 0.085, -0.575], [3.818, -0.625, -0.549], [1.898, -0.500, 2.804], [1.430, 1.040, 2.598], [1.121, 0.138, 2.623], [0.325, -3.513, 2.305], [0.794, -2.497, 3.213], [1.087, -3.162, 2.703], [0.006, 4.422, -2.268], [-0.157, 4.181, -0.928], [-0.518, 3.799, -1.702]],
  "forces_ev_per_angstrom": [[-3.2233, 1.7988, 0.4270], [-2.1680, -2.8489, 0.0284], [-1.9893, 1.0380, -1.8989], [0.0790, -4.7879, -1.3535], [-1.8752, -2.9077, 1.7687], [-2.0268, -3.0136, -0.6658], [0.2292, 1.0723, 0.7926], [1.1889, 1.1951, 0.0236], [2.5273, -2.4131, 0.4290], [0.5411, -1.3201, -0.3623], [0.1992, 0.6327, 0.4951], [0.2701, 0.3371, 0.8656], [1.1529, 0.4949, 0.6264], [-0.6418, 4.9711, 0.8189], [2.4058, 1.6661, -0.7986], [0.4070, 0.9607, -0.6499], [0.2603, -0.6171, -1.0509], [0.2951, 1.4995, 0.7363], [-0.1710, 0.8930, 0.1508], [2.1076, 1.2911, -0.5013], [-0.4518, 1.7553, 1.9444], [-0.4292, -0.8395, -0.0691], [0.9504, -0.9116, -1.8946], [-1.5878, 1.9069, -0.2969], [0.5532, 0.2648, 0.3738], [1.3913, -2.2404, -0.0718], [-1.4253, -0.9409, -0.7834], [-1.6628, 3.6836, 3.0909], [3.0571, -2.7151, -2.2157], [-1.0141, -1.0257, -0.4953], [-0.0019, 0.2334, 2.2589], [1.0528, 0.8873, -1.7222]],
  "lumo_energy_ev": -3.19,
  "charge": 1
}

{
  "formula": "C5H22NO8",
  "method": "wB97M-V/def2-TZVPD",
  "symbols": ["O", "C", "O", "C", "C", "C", "C", "N", "H", "H", "H", "H", "H", "H", "H", "H", "H", "H", "H", "H", "O", "H", "H", "O", "H", "H", "O", "H", "H", "O", "H", "H", "O", "H", "H", "O"],
  "xyz": [[-1.878, -1.335, -0.159], [-0.851, -1.811, 0.265], [-0.722, -2.205, 1.584], [0.283, -2.254, -0.555], [0.288, -1.879, -2.088], [0.736, -0.350, -2.321], [-1.661, 0.209, -2.347], [-0.441, 0.549, -2.192], [-1.280, -1.787, 2.258], [0.354, -3.400, -0.367], [1.382, -1.843, -0.196], [1.007, -2.697, -2.623], [-0.806, -2.102, -2.366], [1.175, -0.190, -3.298], [1.503, -0.079, -1.581], [-2.392, 0.992, -2.506], [-2.175, -0.787, -2.375], [-0.107, 1.455, -1.774], [2.319, 3.083, -0.992], [1.267, 2.563, -1.834], [2.251, 2.525, -1.711], [3.639, 1.761, 0.920], [2.827, 0.669, 0.330], [3.002, 1.234, 0.930], [0.742, -1.368, 3.044], [1.850, -1.996, 2.237], [1.651, -1.267, 2.781], [-1.899, 2.565, 2.006], [-3.249, 2.437, 1.095], [-2.334, 2.204, 1.212], [-2.254, 0.312, 2.606], [-0.982, 0.404, 3.565], [-1.291, 0.094, 2.752], [-0.586, 2.189, 0.551], [0.912, 1.837, 0.489], [0.206, 2.331, -0.087]],
  "forces_ev_per_angstrom": [[0.3285, 0.3991, -0.0248], [-1.5435, -0.3989, 2.5663], [0.9270, -0.4548, -1.8433], [4.5907, -0.7321, -0.4198], [-0.1079, -1.6032, 0.1314], [-0.9385, -2.7144, 0.7672], [-1.0611, 0.3659, -0.2493], [0.9781, -0.7422, 0.2852], [-0.4348, 0.5254, -0.7424], [-0.1044, 1.8722, -0.5583], [-2.9182, -1.0181, -0.1040], [-1.7725, 2.3937, 1.0722], [1.9336, 0.4214, -0.4246], [-0.1433, 0.0471, -0.2295], [-0.4760, 0.1325, -0.1884], [0.0788, 0.4846, 0.7627], [1.6151, 0.7448, -0.3897], [-1.3235, -0.2717, -0.4670], [0.6365, 1.9692, 2.5792], [1.6876, 0.2349, -0.0332], [-1.7898, -1.9048, -2.9314], [8.7494, 6.4903, -1.0237], [-0.7020, -5.6202, -6.7662], [-8.1148, -0.8315, 7.8253], [-0.2700, -0.2205, -0.0848], [0.2132, -1.4399, -0.8368], [0.3537, 1.7247, 0.9815], [-1.1643, 0.1334, -0.3539], [-0.3458, 0.6352, 0.4501], [1.2843, -0.5501, 0.0801], [1.6445, -0.0463, 0.5282], [0.3190, 0.9043, 2.1878], [-1.9694, -0.7500, -2.3887], [1.1032, 0.5338, -1.9645], [-1.0536, 1.3662, -1.6402], [-0.2096, -2.0800, 3.4473]],
  "lumo_energy_ev": -4.16,
  "charge": 1
}

{
  "formula": "C5H23N2O4S",
  "method": "wB97M-V/def2-TZVPD",
  "symbols": ["C", "N", "C", "C", "S", "C", "C", "N", "H", "H", "H", "H", "H", "H", "H", "H", "H", "H", "H", "H", "H", "H", "H", "H", "H", "O", "H", "H", "O", "H", "H", "O", "H", "H", "O"],
  "xyz": [[0.150, 0.399, -1.496], [-0.717, 0.375, -0.311], [-1.814, 1.354, -0.503], [-2.188, 1.622, 1.087], [-1.497, 3.232, 1.655], [-2.930, 0.707, -1.333], [1.349, 1.333, -1.118], [2.036, 0.836, 0.162], [0.495, -0.629, -1.773], [-0.323, 1.035, -2.204], [-1.221, -0.593, -0.177], [-1.657, 2.352, -0.899], [-3.356, 1.653, 1.196], [-1.917, 0.688, 1.621], [-1.241, 3.882, 0.443], [-2.612, 0.269, -2.228], [-3.699, 1.374, -1.652], [-3.638, 0.060, -0.838], [0.877, 2.234, -0.744], [2.102, 1.413, -1.939], [2.645, 0.063, -0.138], [1.458, 0.327, 0.831], [2.423, 1.542, 0.851], [-0.139, -4.222, 0.169], [-0.938, -3.782, 1.491], [-0.569, -3.469, 0.614], [3.273, -2.569, 1.655], [1.727, -2.392, 1.451], [2.592, -2.446, 0.937], [2.565, -1.828, -0.760], [2.874, -1.939, -2.149], [2.344, -1.357, -1.541], [-0.051, -0.782, 2.146], [0.792, -0.113, 3.160], [0.804, -0.627, 2.337]],
  "forces_ev_per_angstrom": [[1.4869, -0.4282, 1.6420], [-0.7523, -1.3634, -0.8061], [-1.9213, -1.4051, 3.4978], [-3.0793, 0.0594, -2.3002], [0.4417, -0.2447, -0.4635], [-1.2054, 1.0683, 1.1757], [-0.3317, -0.8883, 0.9726], [0.6456, -0.1358, 0.3081], [-0.6035, 1.3582, -0.2407], [-0.4769, -0.3387, -1.5940], [1.4059, 2.3618, -0.6601], [1.1876, -0.2566, -0.3267], [2.0874, 0.2430, -0.1981], [0.4091, 1.0936, 0.0962], [-0.4244, -0.9373, 0.9990], [0.9142, -0.9098, -1.2166], [-0.1516, 1.4710, -0.3993], [0.6162, -1.0487, 0.8266], [0.2301, 0.6220, -0.6937], [-0.6138, 0.2608, 0.9374], [0.7860, 0.6426, 0.2006], [-1.4901, -0.2129, -0.1339], [0.2025, -0.6828, -1.8064], [-0.3918, 0.2953, 0.5403], [0.7306, 0.1493, -1.7448], [-0.2867, -0.2940, 1.2968], [-0.9526, 0.1465, -1.1987], [1.4464, -0.0692, -1.0027], [-0.3842, -0.1215, 2.2088], [-0.0542, -0.8987, 2.1833], [-0.7850, 1.1481, 0.0828], [1.3868, -0.7333, -2.2810], [-4.8050, -0.8237, -1.2510], [0.0927, -0.2411, -0.2153], [4.6401, 1.1140, 1.5647]],
  "lumo_energy_ev": -2.79,
  "charge": 1
}

Computed HOMO level, in the same sequence as the records: -7.84, -14.18, -13.73, -11.87 eV.
Computed calculated total energy, in the same sequence as the records: -689.23318, -559.08153, -860.03082, -1012.66574 Ha.
Computed energy relative to the best compared isomer or geometry (same formula, charge and spin), in the same sequence as the records: 5.156, 4.341, 5.192, 1.952 eV.